Density functional theory data (ωB97M-V/def2-TZVPD) for a structure of composition C58H47FGeN2P3PdS3 in a non-equilibrium geometry.

Computed properties:
- LUMO level (spin up / spin down): -2.46 / -3.91 eV
- Expectation value of S²: 2.045
- Spin multiplicity: 3
- Charge: +1
- Relative energy (zero: lowest compared OMol25 entry of this formula, charge and spin): 17.3 kcal/mol

Structure (XYZ):
```
116
Properties=species:S:1:pos:R:3:forces:R:3:mulliken_spin:R:1
Pd -0.2992 0.3309 0.2943 0.254 -1.046 -0.583 0.361
Ge 1.2961 1.8588 1.8629 1.286 1.260 0.872 0.003
S -4.4059 -2.2043 0.0035 -0.387 -0.357 -0.116 0.020
S -0.7504 -2.2968 -1.1178 -0.171 -0.232 -0.012 0.007
S -2.4495 -2.3203 -3.6161 0.239 -0.052 -0.016 0.003
P 1.7295 -0.7055 -0.4527 0.431 0.518 0.090 0.162
P -0.6877 -1.0160 2.1285 -0.096 0.299 0.946 0.072
P -0.7425 2.2948 -0.8149 0.099 1.083 -0.061 -0.005
F 2.4421 2.9217 2.8738 -0.267 -0.216 -0.082 0.000
N -2.8434 -0.0244 -0.6528 -0.539 -0.629 0.170 0.003
N -0.1649 -3.4522 -3.4141 -0.080 0.175 0.033 0.007
C 1.1345 2.8593 -2.7387 -0.072 -0.019 0.097 0.002
C 3.7806 2.6870 0.5338 0.089 0.286 0.145 -0.003
C -1.9935 -3.5368 -4.9044 -0.171 -0.004 0.161 0.000
C 5.1264 1.4571 -1.0229 0.057 0.027 -0.045 0.000
C -0.4794 -3.6570 -4.8085 0.051 0.001 -0.443 0.000
C 2.3836 -1.5013 -4.9229 0.006 -0.015 -0.041 0.002
C -1.1354 3.1261 -3.5016 0.017 -0.073 0.165 0.059
C 0.7004 3.5356 -4.9970 -0.007 -0.024 -0.030 0.001
C -1.4915 -3.6167 1.6267 -0.021 0.150 0.126 0.011
C 3.1168 -2.2446 -4.0100 0.025 -0.068 -0.151 0.001
C 1.0242 0.7127 3.5438 -0.213 0.145 -1.240 0.022
C -2.3617 -0.4195 2.5363 -0.079 -0.104 -0.021 -0.040
C 4.1641 0.4698 -1.0583 0.082 -0.038 -0.023 -0.003
C 0.4330 -0.5373 5.9774 -0.047 -0.057 0.068 0.000
C -2.5457 2.3247 -0.8353 -0.208 0.248 0.296 0.390
C 0.4364 -4.7950 3.2258 -0.089 -0.055 0.026 -0.004
C 3.5377 -3.9964 2.1730 0.052 0.011 -0.059 0.015
C 4.9204 2.5838 -0.2432 0.013 -0.038 -0.083 0.002
C 1.2216 -0.4373 -3.1208 -0.100 0.046 0.107 0.011
C -4.7319 2.9375 -0.0184 -0.366 -0.018 0.023 0.359
C -4.6042 1.2503 -1.7266 -0.206 0.123 -0.040 0.319
C -5.3478 2.0525 -0.9230 -0.066 -0.112 -0.302 -0.079
C 0.3683 -3.4163 3.1420 -0.050 0.154 0.012 0.014
C -4.6425 -0.5486 3.2534 -0.166 0.062 0.135 -0.001
C -0.2367 2.8032 -2.4912 -0.004 -0.210 0.135 -0.023
C 1.6003 3.2251 -3.9876 0.073 0.027 -0.003 0.002
C 1.4262 -0.6006 -4.4781 0.082 0.035 -0.059 -0.002
C -3.1333 1.1412 -1.5342 -0.067 -0.108 -0.104 -0.059
C 0.1387 -0.3551 3.5957 0.099 -0.209 0.066 -0.017
C -2.4644 0.9742 2.5107 0.104 0.072 0.058 0.109
C -3.6380 1.6003 2.8712 0.026 -0.040 0.056 0.008
C -0.1899 -0.9432 4.8163 -0.025 -0.004 -0.033 0.002
C 2.9158 -2.0799 -2.6493 -0.137 0.076 0.160 0.009
C 1.9730 -1.1599 -2.1984 -0.259 -0.012 0.050 0.019
C 3.1404 -1.6765 1.7127 -0.075 0.116 -0.184 0.014
C -3.5511 -0.9626 -0.3721 0.408 0.780 -0.347 0.042
C 1.3892 0.4640 5.9163 -0.059 -0.052 -0.008 -0.002
C -0.4418 -5.5861 2.5026 0.076 0.031 0.038 0.007
C 2.2437 -3.3714 0.2503 -0.003 -0.001 0.018 0.028
C -4.7342 0.8330 3.2382 -0.052 -0.026 0.004 0.018
C 1.6593 1.0984 4.7166 0.237 0.229 0.194 0.000
C -0.0029 5.9182 1.8451 -0.071 0.007 -0.045 -0.001
C 0.4060 4.6660 2.2690 0.055 0.034 0.258 0.002
C -3.4569 -1.1825 2.9157 0.228 0.083 -0.003 0.012
C 2.9995 0.5872 -0.3050 0.058 -0.010 -0.077 0.023
C -0.3347 3.7262 0.2008 -0.028 -0.001 -0.015 -0.072
C 2.4335 -2.0273 0.5619 -0.181 -0.102 -0.014 0.021
C -3.3451 3.0931 -0.0253 0.921 -0.058 -0.539 -0.021
C -1.0096 -2.7070 -2.6891 0.076 -0.426 -0.142 0.013
C 2.8097 -4.3478 1.0474 0.156 -0.101 0.030 -0.007
C -0.6041 -2.8153 2.3444 -0.061 0.072 -0.256 0.006
C 2.8188 1.6848 0.5279 -0.925 -0.448 0.370 0.023
C 3.6894 -2.6619 2.5105 0.077 -0.088 0.161 -0.008
C -1.4112 -4.9930 1.7125 -0.126 -0.119 -0.093 -0.007
C -0.6625 3.4888 -4.7510 -0.015 0.028 -0.191 0.012
C 0.2679 3.5595 1.4429 0.061 -1.046 -0.198 0.061
C -0.7304 4.9874 -0.2369 0.106 0.038 -0.064 -0.006
C -0.5491 6.0854 0.5796 -0.055 0.066 -0.056 0.004
H -1.5973 1.5772 2.2308 -0.209 -0.068 0.097 -0.005
H 2.3753 1.9004 4.7020 0.050 0.135 -0.086 0.000
H -0.8365 7.0654 0.2296 -0.033 0.102 0.015 0.000
H 4.2455 -2.3919 3.3955 0.052 0.070 0.082 0.000
H -2.4951 -4.4719 -4.6545 0.066 0.008 -0.064 0.000
H -2.2452 -3.1587 1.0011 0.045 -0.098 0.038 0.009
H -2.2003 3.1064 -3.3139 -0.086 0.009 0.013 -0.004
H -1.3631 3.7342 -5.5365 -0.029 0.036 -0.039 0.001
H 4.3207 -0.4040 -1.6717 0.094 0.045 -0.055 0.001
H 2.5594 -1.6248 -5.9813 0.024 -0.012 -0.096 0.000
H -3.6946 2.6792 2.8819 -0.012 0.063 -0.007 0.000
H 0.1783 -1.0019 6.9182 -0.005 -0.032 0.087 0.000
H -0.9384 -1.7257 4.8306 0.019 -0.032 0.148 0.000
H 1.0682 -2.8090 3.6994 0.003 -0.053 -0.038 0.003
H 0.8671 4.5458 3.2359 0.095 0.038 0.069 0.000
H 0.0165 -2.9002 -5.4326 -0.082 -0.117 0.122 0.000
H 2.6643 3.2615 -4.1752 0.043 0.015 0.000 0.000
H 2.6919 -5.3900 0.7947 -0.086 -0.118 -0.046 0.000
H -3.3879 -2.2604 2.9412 -0.007 -0.058 0.049 0.001
H 1.6387 -3.6478 -0.6024 0.046 -0.009 -0.002 0.002
H -5.3349 3.5427 0.6401 -0.056 0.058 0.040 -0.009
H -5.5004 -1.1375 3.5432 -0.055 -0.059 0.012 0.000
H 0.4675 0.2562 -2.7588 0.088 -0.093 -0.105 0.015
H 0.8564 -0.0154 -5.1872 -0.057 0.026 -0.014 0.000
H 3.6532 3.5488 1.1693 -0.038 0.019 0.067 0.000
H 0.1226 6.7730 2.4926 0.020 0.062 0.071 0.000
H 3.9824 -4.7629 2.7897 0.044 -0.073 0.056 0.001
H 1.1732 -5.2559 3.8645 0.150 -0.033 0.032 0.000
H -0.3601 -6.6612 2.5465 -0.057 -0.120 0.071 0.000
H 3.2707 -0.6317 1.9709 0.078 -0.064 0.015 0.009
H 5.6566 3.3730 -0.2267 0.055 0.093 0.014 0.000
H 3.8645 -2.9413 -4.3585 0.065 -0.078 -0.037 0.000
H 1.9145 0.7690 6.8085 0.032 0.051 0.090 0.000
H -2.6049 0.9137 -2.4746 -0.155 0.109 0.143 0.031
H -5.6550 1.3209 3.5204 -0.113 -0.008 0.032 0.002
H 3.5041 -2.6464 -1.9416 0.065 -0.038 0.028 0.001
H 1.8302 2.6128 -1.9448 0.095 -0.014 0.011 0.000
H -2.1135 -5.6030 1.1622 -0.015 -0.041 -0.064 0.000
H -0.1330 -4.6463 -5.1154 -0.077 0.089 -0.064 0.000
H 1.0624 3.8126 -5.9765 0.018 0.035 -0.055 0.000
H -2.3296 -3.1966 -5.8792 0.021 0.034 -0.010 0.000
H -5.0589 0.5894 -2.4502 -0.098 -0.056 -0.012 -0.005
H 0.7795 -3.5890 -3.0813 -0.059 0.037 0.111 -0.001
H -6.4259 2.0495 -1.0035 -0.044 -0.056 -0.004 0.008
H -2.8978 3.8659 0.5839 0.035 0.014 0.080 0.016
H -1.1674 5.0944 -1.2220 -0.034 0.090 -0.025 0.002
H 6.0270 1.3446 -1.6069 0.105 0.033 -0.057 0.000
```
Forces are in eV/Å.